# 1
Formula: C5H9N2S
Source: OMol25
Level of theory: the ωB97M-V functional and the def2-TZVPD basis

```
17
C5H9N2S, DFT the ωB97M-V functional and the def2-TZVPD basis
C 1.079 -0.200 0.534
C 0.566 -1.142 1.335
C -1.633 -0.376 1.397
C -0.899 0.459 -0.624
C 1.197 0.927 -1.650
N 0.402 0.383 -0.516
N -0.751 -1.416 1.435
S -1.535 0.962 -2.055
H 2.079 -0.066 0.701
H 1.106 -1.769 2.092
H -1.417 0.576 1.640
H -2.648 -0.410 1.295
H 1.335 0.108 -2.440
H 0.910 1.891 -1.868
H 2.119 1.113 -1.093
H -1.197 -2.239 1.758
H -2.887 0.759 -1.710
```

## Properties
Gap between HOMO and LUMO in eV: 8.39
E_LUMO in eV: -4.26
Charge: +1
HOMO level in eV: -12.65
M in Da: 129.21
Energy relative to the best compared isomer or geometry (same formula, charge and spin) in kcal/mol: 91.8
E in Ha: -703.22576
Max |F| in eV/Å: 4.55

=====

# 2
Formula: C4H16O3
Source: OMol25
Level of theory: the ωB97M-V functional and the def2-TZVPD basis

```
23
C4H16O3, DFT the ωB97M-V functional and the def2-TZVPD basis
C 1.186 1.157 -0.465
C 0.097 0.305 0.167
C 0.199 -1.166 -0.082
C -0.073 0.597 1.655
H 0.838 2.056 -0.955
H 1.993 1.321 0.242
H 1.730 0.606 -1.241
H -0.833 0.613 -0.399
H -0.373 -1.676 0.728
H 1.171 -1.678 -0.110
H -0.202 -1.570 -1.017
H -1.069 0.282 2.034
H 0.668 0.023 2.261
H 0.202 1.655 1.827
O 3.021 0.729 2.710
H 2.987 0.138 3.473
H 2.246 1.284 2.894
O -2.958 -0.009 -0.883
H -3.482 -0.818 -0.974
H -2.532 -0.213 -0.042
O -1.158 -1.383 -3.146
H -1.117 -0.526 -2.705
H -2.033 -1.697 -2.917
```

## Properties
Gap between HOMO and LUMO in eV: 11.24
E_LUMO in eV: 0.50
Charge: 0
HOMO level in eV: -10.74
M in Da: 112.17
Energy relative to the best compared isomer or geometry (same formula, charge and spin) in kcal/mol: 24.3
E in Ha: -387.68412
Max |F| in eV/Å: 2.47

=====

# 3
Formula: C21H42Cl14N2O4
Source: OMol25
Level of theory: the ωB97M-V functional and the def2-TZVPD basis

```
83
C21H42Cl14N2O4, DFT the ωB97M-V functional and the def2-TZVPD basis
C -3.693 -1.606 -3.275
C -2.500 -0.866 -2.665
C -1.271 -0.757 -3.564
C -0.377 -2.011 -3.692
N -1.038 -3.290 -3.348
C -0.127 -4.197 -2.679
C -0.825 -5.504 -2.306
O -1.568 -5.999 -3.410
N -2.958 -5.638 -3.263
O -3.421 -5.378 -4.289
O 0.457 -3.609 -1.510
C -0.381 -3.109 -0.586
O 0.016 -2.701 0.463
H -4.619 -1.235 -2.831
H -3.664 -2.677 -3.081
H -3.767 -1.414 -4.347
H -2.242 -1.278 -1.688
H -2.829 0.158 -2.467
H -1.582 -0.433 -4.560
H -0.634 0.036 -3.164
H -0.030 -2.047 -4.731
H 0.516 -1.892 -3.087
H -1.303 -3.747 -4.213
H 0.734 -4.455 -3.307
H -1.482 -5.378 -1.441
H -0.074 -6.254 -2.057
H -1.437 -3.090 -0.883
Cl 5.391 -0.424 -1.219
C 3.904 0.423 -0.705
C 2.663 -0.326 -1.103
Cl 2.394 -0.347 -2.869
H 3.928 1.421 -1.136
H 3.939 0.504 0.380
H 1.780 0.131 -0.668
H 2.695 -1.360 -0.768
Cl 7.733 -5.270 -2.023
C 6.366 -4.971 -0.917
C 6.512 -3.675 -0.164
Cl 7.849 -3.730 1.018
H 6.297 -5.818 -0.239
H 5.465 -4.931 -1.527
H 5.600 -3.472 0.396
H 6.699 -2.845 -0.837
Cl 0.228 0.874 1.051
C -0.305 -0.228 2.352
C 0.629 -0.188 3.531
Cl 2.230 -0.875 3.135
H -0.368 -1.227 1.924
H -1.301 0.090 2.655
H 0.217 -0.780 4.347
H 0.789 0.829 3.881
Cl -1.430 2.954 -1.369
C -1.043 4.415 -0.422
C -2.252 5.002 0.252
Cl -3.398 5.713 -0.923
H -0.561 5.125 -1.084
H -0.316 4.114 0.333
H -1.946 5.806 0.920
H -2.793 4.257 0.829
Cl 2.739 4.253 -0.940
C 3.253 5.909 -1.366
C 2.672 6.930 -0.421
Cl 0.902 7.052 -0.609
H 2.945 6.096 -2.391
H 4.340 5.935 -1.312
H 3.090 7.913 -0.628
H 2.876 6.671 0.614
Cl 1.507 -2.756 5.772
C 0.826 -3.622 7.172
C -0.679 -3.675 7.119
Cl -1.415 -2.065 7.339
H 1.174 -3.122 8.073
H 1.227 -4.634 7.153
H -1.053 -4.311 7.919
H -1.025 -4.067 6.166
Cl -7.559 5.359 3.067
C -7.091 6.928 2.361
C -5.702 6.900 1.779
Cl -4.446 6.746 3.039
H -7.180 7.681 3.140
H -7.808 7.150 1.572
H -5.507 7.831 1.250
H -5.576 6.075 1.084
```

## Properties
Gap between HOMO and LUMO in eV: 9.33
E_LUMO in eV: -0.24
Charge: 0
HOMO level in eV: -9.56
M in Da: 882.92
Energy relative to the best compared isomer or geometry (same formula, charge and spin) in kcal/mol: 0.0
E in Ha: -7678.44352
Max |F| in eV/Å: 0.55